{"formula": "C6H11NO2S", "method": "ωB97M-V/def2-TZVPD", "symbols": ["C", "C", "C", "C", "C", "C", "N", "O", "O", "S", "H", "H", "H", "H", "H", "H", "H", "H", "H", "H", "H"], "xyz": [[-0.52155, 1.93924, -1.52111], [-0.43447, 0.77488, -1.23166], [-1.74433, -1.14853, -0.87451], [0.52583, -1.36897, -1.61121], [0.63760, 1.53980, 2.50402], [-0.35387, -0.55294, -0.71892], [-0.00245, -0.47697, 0.68638], [1.85337, 1.35678, 0.19850], [2.19744, -0.44428, 1.93760], [1.38732, 0.51457, 1.24081], [-0.52647, 2.99361, -1.95238], [-1.70357, -2.30800, -1.02478], [-2.34206, -0.96038, 0.06085], [-2.19748, -0.70115, -1.62980], [0.53680, -2.36638, -1.21207], [-0.06223, -1.59814, -2.60913], [1.49080, -0.98414, -1.86460], [0.26797, 0.88526, 3.36285], [1.35070, 2.17767, 2.99483], [-0.22778, 2.01651, 2.09373], [-0.13154, -1.28844, 1.17060]], "atomic_forces_ev_per_a": [[-0.050, 1.651, -1.344], [-0.258, 2.612, -0.345], [0.673, -3.940, 4.676], [-1.285, -1.614, -2.545], [-0.853, -1.886, 1.382], [-0.379, -0.148, -0.164], [2.056, 4.318, -0.851], [0.349, -0.109, -0.325], [0.451, 0.314, -0.216], [-2.228, -2.236, 1.075], [-0.032, -2.233, 1.061], [-0.083, 2.083, 0.236], [0.470, -0.124, -0.915], [-2.165, 1.651, -3.548], [0.689, -0.547, 0.482], [1.205, 0.940, 1.644], [0.577, 0.255, 0.151], [0.453, 0.425, -1.386], [0.479, 0.507, -0.464], [-0.224, 0.641, -0.330], [0.155, -2.562, 1.727]], "homo_lumo_gap_ev": 10.361, "homo_ev": -9.6575, "de_lowest_kcal_mol": 72.2, "smiles": "C#CC(C)(C)NS(C)(=O)=O", "mol_weight_da": 161.2}

=====

{"formula": "C6H11NO3", "method": "ωB97M-V/def2-TZVPD", "symbols": ["C", "C", "C", "C", "C", "C", "N", "O", "O", "O", "H", "H", "H", "H", "H", "H", "H", "H", "H", "H", "H"], "xyz": [[-0.32002, -2.21329, 1.43534], [0.01349, 0.91371, 0.95111], [1.62312, -0.79434, 0.00684], [-0.00905, 0.48359, -1.46020], [-0.78825, -1.24511, 0.28094], [0.24309, -0.21192, -0.08234], [-3.70786, 1.51896, -0.77781], [-0.31156, -3.36775, 1.07381], [-4.57335, 1.05646, -1.68578], [-0.01137, -1.79062, 2.59431], [0.87771, 1.55240, 0.93538], [-0.88926, 1.51367, 0.66933], [-0.14489, 0.39026, 1.82545], [1.89758, -1.36385, 1.01454], [2.49170, -0.08963, -0.27130], [1.56674, -1.67201, -0.74842], [0.49491, 0.18585, -2.37612], [-1.11168, 0.55704, -1.49184], [0.48913, 1.46830, -1.35538], [-1.76335, -0.75201, 0.64964], [-0.82297, -1.84368, -0.64428]], "atomic_forces_ev_per_a": [[-0.210, 2.092, 0.773], [-0.334, 0.753, -2.398], [1.958, -2.467, 0.004], [0.198, 0.650, 1.179], [-0.590, -0.280, 0.432], [-0.136, 2.174, 0.495], [-2.512, -1.301, -2.678], [0.201, -3.303, -0.693], [2.444, 1.393, 2.596], [-0.275, 0.484, -0.745], [0.519, 0.583, 0.438], [0.621, -0.540, 0.237], [-0.088, -0.504, 2.436], [-0.768, 1.609, -1.856], [-1.339, -0.876, 0.288], [0.671, 1.256, 0.871], [-0.327, -1.273, -0.133], [0.513, 0.425, -0.697], [-0.752, 0.096, 0.100], [1.243, -0.742, -1.234], [-1.038, -0.231, 0.584]], "homo_lumo_gap_ev": [4.501, 4.518], "homo_ev": [1.5183, 1.5045], "de_lowest_kcal_mol": 0.0, "charge": -2, "mol_weight_da": 145.2}

=====

Question: What is the formula in the second record?
Answer: C6H11NO3